Entry 1:
96
Properties=species:S:1:pos:R:3:forces:R:3 method="wB97M-V/def2-TZVPD" charge=+1 e_lumo_ev="-3.56 / -4.27" orbital_gap_ev="6.096 / 5.991" multiplicity=6
Fe -0.22246 -0.32898 0.63027 0.518 1.736 -0.124
F -2.82889 3.71119 -0.88083 0.038 -0.085 -0.100
C -2.17995 4.68087 -0.22904 -0.030 0.034 0.038
F -2.42412 5.81785 -0.90676 0.027 0.054 0.038
F -2.76614 4.81321 0.97414 -0.021 -0.050 0.064
C -0.69258 4.45620 -0.08306 0.003 0.025 -0.062
C 0.10456 5.58943 -0.05429 0.000 -0.054 -0.075
C 1.47558 5.47227 0.10371 0.016 0.001 -0.002
C 1.99494 4.19960 0.22898 -0.067 0.025 0.028
N 1.24306 3.10507 0.21671 -0.319 0.343 0.186
C -0.07511 3.20080 0.08219 0.253 0.043 -0.018
S -1.02054 1.72346 0.14872 -0.353 0.195 0.061
H -0.35377 6.56194 -0.16623 0.008 0.011 -0.004
H 2.11452 6.34310 0.12206 0.009 -0.006 0.021
H 3.06073 4.03699 0.35900 0.012 0.021 -0.014
C 1.94848 -2.36866 -1.35703 -0.107 0.156 0.131
N 2.95740 -2.33019 -0.32146 -0.048 0.121 0.033
C 3.25283 -1.08421 0.34746 -0.145 0.039 -0.034
P 1.94842 0.25415 0.47149 1.122 0.180 -0.477
C 2.69271 1.20667 1.83449 -0.223 -0.001 0.113
C 1.83850 1.87341 2.71202 -0.002 -0.032 0.010
C 2.34761 2.60975 3.76781 -0.008 0.006 -0.015
C 3.72046 2.69371 3.95855 0.014 -0.007 -0.022
C 4.57815 2.03528 3.09112 0.009 0.024 0.025
C 4.07003 1.29178 2.03499 -0.016 -0.077 -0.012
C 2.26993 1.09616 -1.12490 -0.048 -0.185 -0.122
C 3.44300 1.81783 -1.32922 0.125 -0.203 -0.095
C 3.68462 2.42943 -2.54825 0.005 -0.008 0.057
C 2.76540 2.31531 -3.58280 -0.042 0.024 -0.024
C 1.60163 1.58773 -3.39133 0.009 0.034 0.008
C 1.35144 0.98902 -2.16443 0.087 -0.117 0.046
C 3.94763 -3.33386 -0.24610 0.033 0.005 -0.037
C 5.23574 -3.03654 0.20518 -0.036 0.029 0.059
C 6.19472 -4.03403 0.31589 -0.022 -0.042 -0.018
C 5.89968 -5.34220 -0.02686 0.017 0.012 0.009
C 4.62516 -5.64099 -0.48709 -0.010 0.003 0.017
C 3.65954 -4.65536 -0.59317 -0.011 -0.006 -0.064
P 0.32456 -2.31555 -0.45322 0.315 -1.189 -0.422
C 0.54415 -3.78141 0.59967 -0.103 0.065 -0.018
C 1.07590 -3.64746 1.87678 0.047 0.028 -0.035
C 1.34780 -4.77435 2.63886 -0.002 0.013 0.020
C 1.07637 -6.03618 2.13447 -0.012 -0.026 -0.022
C 0.54543 -6.17714 0.85848 0.009 0.011 -0.016
C 0.28741 -5.05481 0.08892 0.023 0.023 0.024
C -1.07907 -2.68885 -1.55762 -0.005 0.155 0.014
C -2.14267 -3.28362 -0.89166 -0.062 -0.085 -0.026
C -3.74926 -1.50781 -1.55646 -0.022 -0.074 -0.005
C -3.47857 -1.50070 -3.04051 0.036 0.007 0.016
C -2.25749 -1.71683 -3.56522 -0.053 0.012 -0.034
C -1.09352 -2.02274 -2.78885 0.076 -0.088 0.105
H 2.00419 -3.30699 -1.90400 0.019 0.040 -0.017
H 2.05040 -1.54589 -2.07060 -0.011 -0.024 -0.030
H 4.07864 -0.55155 -0.14389 0.073 -0.003 0.046
H 3.56752 -1.31175 1.36869 -0.028 0.014 0.027
H 0.76936 1.82095 2.55080 -0.023 -0.014 0.046
H 1.67174 3.12466 4.43790 -0.006 -0.008 0.000
H 4.12103 3.27144 4.78093 0.000 -0.003 0.005
H 5.64883 2.09289 3.23486 0.003 0.008 -0.003
H 4.76882 0.78491 1.38375 -0.002 -0.027 -0.021
H 4.16542 1.92710 -0.53028 0.014 0.007 0.007
H 4.59091 3.00388 -2.68738 0.011 -0.006 -0.012
H 2.95355 2.79842 -4.53217 0.012 -0.011 -0.006
H 0.87849 1.49554 -4.19138 -0.008 0.013 0.002
H 0.41761 0.46011 -2.01197 -0.001 0.000 -0.043
H 5.51085 -2.02511 0.46635 0.017 -0.013 0.008
H 7.18594 -3.77500 0.66438 -0.003 0.006 0.010
H 6.64882 -6.11661 0.06128 0.001 -0.002 -0.006
H 4.36988 -6.65803 -0.75564 0.000 0.000 -0.010
H 2.67120 -4.92800 -0.93204 0.004 -0.039 0.023
H 1.28725 -2.66261 2.27535 -0.023 -0.018 0.035
H 1.76651 -4.66498 3.63064 0.005 0.015 -0.003
H 1.27918 -6.91418 2.73324 0.010 0.001 0.002
H 0.34289 -7.16137 0.45727 -0.004 -0.004 0.010
H -0.10701 -5.16806 -0.91429 -0.005 -0.026 0.006
H -1.90011 -3.91752 -0.04848 0.004 0.031 0.020
H -4.76743 -1.14836 -1.38670 -0.011 -0.029 -0.001
H -4.31194 -1.28870 -3.69798 0.014 0.044 -0.012
H -2.12187 -1.59371 -4.63379 -0.012 -0.012 -0.003
H -0.13152 -1.75338 -3.21386 -0.020 0.052 -0.018
S -1.70190 -2.54004 3.79792 0.075 0.224 -0.105
C -0.39278 -1.80105 4.59801 -0.045 -0.058 0.048
C 0.20056 -0.81612 3.85656 0.065 0.120 -0.046
C -0.40092 -0.61061 2.59284 -0.396 -0.704 -0.273
C -1.48464 -1.48203 2.42006 -0.592 -0.413 0.724
C -2.42967 -1.55826 1.33914 -0.242 -0.033 0.063
C -3.64206 -2.35453 1.44243 0.041 -0.011 -0.034
C -4.21793 -2.96234 0.39974 0.062 0.016 -0.075
C -3.60571 -2.93816 -0.98182 0.008 0.073 0.055
C -2.77509 -0.59135 -0.85867 0.019 0.135 -0.028
N -2.15180 -0.75029 0.27625 -0.174 -0.413 0.388
H -0.11663 -2.13659 5.58593 0.026 0.027 0.005
H 1.04949 -0.25618 4.22219 0.044 0.007 -0.022
H -4.07434 -2.45003 2.43194 -0.031 -0.002 -0.010
H -5.16078 -3.47879 0.52825 0.025 -0.051 0.043
H -4.13883 -3.63963 -1.62849 -0.024 0.013 -0.003
H -2.44501 0.27041 -1.43046 0.060 -0.024 -0.013



Entry 2:
100
Properties=species:S:1:pos:R:3:forces:R:3 method="wB97M-V/def2-TZVPD" e_lumo_ev=-2.72 de_lowest_ev=0.000 orbital_gap_ev=4.995
Ru 0.08976 0.04049 0.20317 0.020 -0.007 0.324
S -0.96654 0.32674 -2.05251 0.035 -0.144 0.053
S -3.01998 0.49698 -4.46515 -0.035 -0.060 0.099
S -3.31272 -1.14996 -3.54923 0.196 0.016 0.008
S -1.97471 -1.32388 -2.04501 -0.170 0.154 -0.076
C -0.79974 3.37529 7.02718 0.013 0.002 -0.003
C -0.08179 3.03373 5.72620 0.000 0.027 0.036
C 1.32528 3.66850 5.73409 0.005 -0.004 -0.015
C -0.83594 3.55215 4.50717 0.024 -0.017 -0.023
C -1.76834 4.57391 4.50297 -0.025 -0.003 0.037
C -2.38017 4.97071 3.31631 -0.024 0.019 -0.008
C -2.11225 4.31096 2.13232 0.024 -0.019 -0.057
C -1.19552 3.25732 2.09809 0.070 0.063 -0.003
P -1.07044 2.12311 0.64513 0.145 -0.062 -0.230
C -2.84627 1.61921 0.63533 -0.018 0.008 0.042
C -3.60978 1.47368 -0.52209 0.007 -0.065 -0.015
C -4.90645 0.97918 -0.45688 0.020 0.007 0.003
C -5.46004 0.62184 0.76354 -0.004 -0.004 0.021
C -4.71121 0.76598 1.92342 0.006 0.008 -0.017
C -3.41796 1.26207 1.85818 -0.037 0.015 0.008
C -0.89958 3.30114 -0.74487 -0.066 0.053 0.033
C -1.94935 4.07494 -1.24456 0.003 -0.034 -0.005
C -1.73434 4.96771 -2.28227 0.016 -0.001 0.000
C -0.46691 5.10803 -2.83159 -0.009 -0.004 0.001
C 0.58369 4.35128 -2.33782 -0.001 -0.029 0.030
C 0.36860 3.45089 -1.30270 0.018 0.043 -0.001
C -0.54624 2.95494 3.28107 -0.022 -0.022 -0.014
O 0.39018 1.97461 3.22166 0.094 0.031 -0.046
C 0.38393 1.08833 4.26346 -0.043 -0.036 0.019
C 0.67696 -0.21863 3.92950 0.062 0.029 -0.012
C 0.64842 -1.15629 4.95556 0.018 0.000 -0.031
C 0.34233 -0.76191 6.25053 -0.011 -0.032 0.005
C 0.06843 0.56878 6.54504 -0.042 0.014 0.025
C 0.08846 1.53007 5.54330 0.035 0.001 -0.024
P 1.23710 -0.60763 2.21514 0.028 0.015 0.054
C -0.13604 -1.97609 2.08921 0.015 0.082 -0.200
C -1.28781 -1.37430 1.57556 0.041 -0.233 -0.010
C -2.42827 -2.09743 1.23883 -0.015 0.057 -0.039
C -2.42469 -3.46968 1.41360 0.019 0.011 0.013
C -1.27786 -4.09347 1.90252 0.022 0.001 0.019
C -0.14154 -3.36190 2.21820 -0.002 -0.022 -0.002
C 2.77899 0.53938 2.44876 -0.057 -0.029 0.001
C 2.83590 1.78926 1.84315 -0.019 -0.009 0.030
C 3.85512 2.68929 2.12485 0.003 0.001 0.007
C 4.84456 2.35977 3.03852 -0.011 0.012 -0.013
C 4.79479 1.12736 3.67388 -0.027 -0.033 -0.006
C 3.77285 0.23293 3.38374 0.049 0.042 -0.019
H -0.87854 4.45552 7.15159 0.000 0.000 -0.003
H -0.23521 3.00102 7.88114 -0.001 -0.002 -0.003
H -1.80250 2.94552 7.05714 0.001 0.004 0.005
H 1.24657 4.75429 5.81702 0.001 0.000 0.004
H 1.87238 3.42889 4.82028 -0.006 0.005 0.012
H 1.89856 3.28973 6.58222 0.000 0.004 -0.003
H -2.03235 5.07313 5.42584 0.005 0.002 -0.002
H -3.09553 5.78235 3.32794 -0.001 -0.002 -0.005
H -2.64599 4.59724 1.23697 0.006 0.000 -0.019
H -3.19737 1.73635 -1.48679 -0.031 0.024 0.029
H -5.48272 0.87922 -1.36838 -0.007 0.009 -0.003
H -6.47107 0.23843 0.81182 0.000 -0.001 0.002
H -5.13201 0.49407 2.88284 0.002 -0.003 -0.004
H -2.85088 1.37594 2.77628 -0.014 -0.014 -0.008
H -2.94838 3.96955 -0.84388 -0.005 0.007 0.019
H -2.56041 5.55312 -2.66523 -0.002 -0.005 0.001
H -0.30289 5.80214 -3.64561 0.003 0.000 0.001
H 1.57486 4.44972 -2.76089 -0.002 0.001 -0.001
H 1.19125 2.85175 -0.93836 0.034 -0.055 0.018
H 0.86581 -2.19471 4.73899 0.002 0.012 0.000
H 0.31838 -1.49822 7.04343 0.003 -0.002 -0.003
H -0.16146 0.84791 7.56493 0.007 0.005 -0.003
H -1.34050 -0.26371 1.55825 -0.036 0.084 0.026
H -3.30293 -1.58536 0.85457 -0.017 0.011 -0.013
H -3.30199 -4.05649 1.17387 -0.004 0.004 0.002
H -1.27789 -5.16825 2.04420 0.004 0.001 -0.014
H 0.74021 -3.88262 2.57496 -0.021 0.008 0.000
H 2.06024 2.07460 1.15039 -0.018 -0.002 -0.039
H 3.86942 3.65280 1.62926 0.008 -0.003 0.002
H 5.64210 3.05799 3.25981 -0.002 0.002 -0.002
H 5.54948 0.86006 4.40391 -0.001 0.002 -0.004
H 3.74341 -0.70917 3.91592 0.016 0.042 0.003
O 4.08020 -4.24342 -0.92596 -0.062 0.046 0.006
C 3.90068 -3.87437 0.20800 -0.015 -0.075 -0.061
C 4.50588 -4.54209 1.44496 0.005 -0.007 -0.013
C 3.88381 -3.76823 2.59667 0.006 0.044 0.035
C 3.03941 -2.75486 1.85963 0.086 0.092 -0.044
O 2.36298 -1.92357 2.58357 -0.219 -0.297 0.129
N 3.07724 -2.79850 0.57190 -0.072 0.079 -0.022
H 5.59090 -4.46263 1.39653 0.003 0.008 0.002
H 4.25302 -5.60135 1.43602 0.007 0.003 -0.004
H 4.60370 -3.24204 3.22464 0.004 -0.008 0.007
H 3.25594 -4.37029 3.25492 -0.002 -0.003 -0.001
N 1.13284 -3.59566 -1.92203 0.079 -0.088 -0.022
C 1.21530 -2.31192 -1.51175 0.054 0.211 -0.007
O 0.47161 -1.94038 -0.55634 0.117 -0.059 -0.029
C 2.05210 -1.39528 -2.21908 -0.009 -0.148 0.137
C 2.71508 -1.69487 -3.42806 -0.023 0.049 0.043
N 3.22695 -1.96587 -4.42494 0.010 -0.018 -0.009
C 2.14948 -0.20174 -1.52128 -0.120 0.037 -0.029
N 2.03309 0.66882 -0.75712 -0.117 0.184 -0.100
H 0.64581 -4.20010 -1.27925 -0.005 -0.006 0.010
H 1.96786 -3.98259 -2.33998 -0.002 -0.022 -0.020